(1)
DFT (ωB97M-V with the def2-TZVPD basis set) results for C36H38N4O2TeY as an isolated structure.

Last column: Mulliken charge in e.
Atoms and positions in Å:
Y 0.73 -1.18 -0.88  0.30
C -5.20 -0.25 3.29  -1.66
C -3.94 -0.02 2.51  -0.08
C -2.80 0.50 3.06  -0.75
C -1.62 0.75 2.31  1.34
C -0.50 1.05 3.13  -1.13
N 0.68 1.56 2.92  0.24
C 1.24 2.29 1.78  -0.10
C 2.21 3.30 2.38  -0.94
C 3.06 4.05 1.35  -0.80
N 3.92 3.08 0.66  0.00
C 3.58 2.41 -0.41  -0.43
C 2.59 2.76 -1.37  -0.17
C 2.31 4.08 -1.79  -0.43
C 1.37 4.33 -2.75  0.21
C 1.08 5.71 -3.28  -1.67
C 0.69 3.20 -3.28  -0.63
C 0.92 1.91 -2.90  0.84
C 0.20 0.84 -3.62  -0.31
N 0.23 -0.39 -3.33  -0.05
C -0.40 -1.29 -4.30  -1.26
C -1.00 -2.52 -3.66  0.09
C -2.13 -2.26 -2.70  -1.29
N -1.72 -1.51 -1.48  0.84
C -2.70 -0.96 -0.88  -0.96
C -2.68 -0.29 0.42  0.81
C -3.83 -0.42 1.17  -0.42
C -1.53 0.40 0.92  0.21
O -0.50 0.59 0.19  -0.36
C 1.90 1.64 -1.89  0.74
O 2.15 0.46 -1.42  -1.20
H -5.15 0.24 4.26  0.38
H -5.38 -1.31 3.47  0.33
H -6.07 0.14 2.76  0.39
H -2.79 0.75 4.11  0.40
H -0.63 0.77 4.17  0.36
H 1.33 1.41 3.68  0.45
H 0.42 2.76 1.23  0.33
H 1.72 1.57 1.12  -0.16
H 2.88 2.79 3.08  0.49
H 1.66 4.05 2.96  0.31
H 3.69 4.80 1.83  0.46
H 2.44 4.55 0.62  0.34
H 4.65 2.67 1.22  0.34
H 4.10 1.46 -0.55  0.59
H 2.91 4.91 -1.41  0.66
H 1.69 6.45 -2.77  0.38
H 0.04 5.97 -3.15  0.35
H 1.31 5.78 -4.35  0.38
H -0.05 3.37 -4.06  0.49
H -0.35 1.19 -4.50  0.34
H 0.39 -1.61 -4.99  0.36
H -1.14 -0.74 -4.89  0.56
H -0.21 -3.08 -3.17  -0.36
H -1.38 -3.17 -4.46  0.47
H -2.53 -3.22 -2.35  0.33
H -2.94 -1.72 -3.19  0.66
H -3.70 -1.06 -1.32  0.41
H -4.69 -0.90 0.70  0.48
C 2.32 -1.18 4.14  -0.76
C 3.14 -0.80 3.09  -0.80
C 2.68 -0.88 1.78  -0.85
C 1.38 -1.30 1.43  1.03
C 0.60 -1.69 2.53  0.03
C 1.04 -1.65 3.85  -1.15
H 2.68 -1.16 5.16  0.39
H 4.16 -0.49 3.29  0.47
H 3.39 -0.64 0.99  0.47
H -0.42 -2.06 2.37  0.48
H 0.40 -2.00 4.66  0.49
Te 2.08 -3.68 -1.68  -0.06
C 0.22 -4.47 -1.09  -0.66
C -0.41 -4.06 0.08  -0.14
C -1.69 -4.51 0.40  -0.56
C -2.35 -5.38 -0.44  -0.60
C -1.72 -5.81 -1.61  -0.70
C -0.46 -5.36 -1.94  -0.19
H 0.12 -3.42 0.79  0.89
H -2.16 -4.19 1.33  0.48
H -3.34 -5.75 -0.19  0.41
H -2.23 -6.51 -2.27  0.38
H 0.01 -5.68 -2.85  0.48

Summary:
energy above the lowest of the compared OMol25 structures with the same formula, charge and spin	0.0	kcal/mol
orbital gap	5.3202	eV
charge	+1
lowest unoccupied orbital energy	-3.60	eV

---

(2)
DFT (ωB97M-V with the def2-TZVPD basis set) results for C36H38O5P2PdS4Si as an isolated structure in a non-equilibrium geometry.

Last column: Mulliken charge in e.
Atoms and positions in Å:
Pd 1.57 -1.00 -0.71  0.53
O -1.02 -0.03 -1.11  -0.32
P -1.61 0.55 0.11  0.72
C -0.74 0.03 1.62  -1.45
P -0.45 -1.75 1.73  0.23
O 0.09 -2.35 0.47  -0.42
C -2.02 -2.50 2.19  0.44
C -2.56 -2.33 3.46  -0.85
C -3.77 -2.92 3.78  -0.77
C -4.44 -3.68 2.83  -0.54
C -3.90 -3.86 1.57  -0.62
C -2.69 -3.27 1.25  -0.01
C 0.65 -1.99 3.13  0.80
C 0.76 -1.08 4.18  -0.35
C 1.62 -1.34 5.24  -0.81
C 2.37 -2.51 5.24  -0.51
C 2.27 -3.41 4.20  -0.55
C 1.41 -3.16 3.14  -0.59
C -1.50 2.34 0.14  0.78
C -1.08 2.95 -1.04  -0.49
C -1.00 4.33 -1.11  -0.58
C -1.34 5.10 -0.01  -0.63
C -1.75 4.50 1.17  -0.70
C -1.83 3.12 1.25  -0.44
C -3.34 0.09 0.30  0.75
C -3.98 -0.38 -0.84  -0.46
C -5.33 -0.72 -0.79  -0.78
C -6.04 -0.57 0.39  -0.55
C -5.41 -0.09 1.53  -0.62
C -4.07 0.25 1.48  -0.21
H -1.27 0.38 2.51  0.63
H 0.24 0.54 1.58  0.66
H -2.04 -1.75 4.21  0.43
H -4.19 -2.79 4.77  0.42
H -5.39 -4.15 3.09  0.41
H -4.43 -4.45 0.83  0.44
H -2.25 -3.40 0.26  0.23
H 0.19 -0.16 4.17  0.36
H 1.71 -0.63 6.05  0.42
H 3.05 -2.70 6.06  0.40
H 2.88 -4.30 4.19  0.48
H 1.36 -3.84 2.30  0.31
H -0.80 2.33 -1.88  0.36
H -0.66 4.81 -2.02  0.45
H -1.27 6.18 -0.06  0.39
H -2.01 5.10 2.03  0.42
H -2.15 2.65 2.17  0.19
H -3.41 -0.51 -1.75  0.43
H -5.82 -1.09 -1.68  0.43
H -7.09 -0.84 0.42  0.41
H -5.96 0.02 2.45  0.43
H -3.59 0.62 2.38  0.20
S 5.23 -3.24 1.56  -0.27
C 4.45 -2.49 0.32  0.25
S 3.14 -1.62 0.92  0.10
S 4.84 -2.44 -1.28  -0.22
C 3.97 6.64 -4.06  -1.46
C 3.56 5.30 -3.51  1.06
C 2.55 4.56 -4.11  -0.88
C 2.15 3.34 -3.59  -0.10
C 2.76 2.86 -2.44  -0.52
C 3.78 3.58 -1.83  -0.79
C 4.17 4.79 -2.37  -0.94
S 2.26 1.34 -1.71  2.41
O 1.64 1.69 -0.42  -0.68
O 3.45 0.51 -1.51  -0.52
O 1.32 0.70 -2.63  -0.78
H 3.91 6.65 -5.15  0.38
H 4.99 6.89 -3.77  0.37
H 3.31 7.43 -3.69  0.28
H 2.08 4.93 -5.01  0.35
H 1.37 2.75 -4.06  0.51
H 4.26 3.19 -0.94  0.47
H 4.97 5.36 -1.89  0.33
C 1.98 -4.28 -1.67  -1.01
Si 1.52 -2.62 -2.36  1.23
C 2.49 -2.05 -3.82  -1.17
C -0.30 -2.58 -2.66  -0.76
H 1.39 -5.01 -2.23  0.44
H 1.71 -4.37 -0.62  0.09
H 3.04 -4.51 -1.78  0.35
H 2.79 -2.95 -4.37  0.42
H 3.37 -1.49 -3.54  0.29
H 1.87 -1.42 -4.45  0.29
H -0.48 -3.29 -3.48  0.61
H -0.65 -1.60 -2.95  0.08
H -0.85 -2.90 -1.78  -0.15

Summary:
energy above the lowest of the compared OMol25 structures with the same formula, charge and spin	72.6	kcal/mol
orbital gap (alpha / beta)	5.3382 / 5.3395	eV
charge	0
lowest unoccupied orbital energy (alpha / beta)	-2.17 / -2.17	eV

---

(3)
DFT (ωB97M-V with the def2-TZVPD basis set) results for a 7-piece molecular cluster, C36H39BrF6N3O23 overall in a non-equilibrium geometry.

Last column: Mulliken charge in e.
Atoms and positions in Å:
C -2.10 -1.41 4.03  -0.77
C -2.56 -0.98 2.83  -0.67
N -1.67 -0.72 1.68  0.75
C -0.93 0.45 1.70  1.37
C -1.03 1.52 2.86  -1.32
O -1.81 2.65 2.50  -0.24
C -3.19 2.45 2.71  -0.29
O -3.93 2.42 1.48  -0.30
C -5.29 2.09 1.73  -0.55
C -5.75 0.75 1.04  -0.08
O -5.16 0.59 -0.26  -0.53
C 0.00 0.78 0.60  -0.31
Br 1.03 2.41 0.58  -0.07
C 0.17 -0.16 -0.55  1.03
C 1.16 0.10 -1.75  -0.20
O 1.86 -0.80 -2.11  -0.39
O 1.27 1.31 -2.45  -0.39
C -0.69 -1.38 -0.49  0.30
C -0.55 -2.39 -1.68  -1.45
N 0.65 -3.25 -1.42  -0.37
C -1.60 -1.64 0.64  1.15
C -2.46 -2.90 0.62  -0.03
C -3.93 -2.90 0.88  -0.15
C -4.58 -4.20 0.84  -0.40
N -4.08 -5.43 0.57  -0.55
C -2.74 -5.46 0.31  -0.41
C -1.94 -4.25 0.35  -0.18
H -2.67 -1.24 4.97  0.43
H -1.13 -1.98 4.05  0.25
H -3.64 -0.82 2.64  -0.07
H 0.03 1.89 3.00  0.11
H -1.31 1.07 3.85  0.45
H -3.60 3.27 3.38  0.34
H -3.43 1.48 3.24  0.23
H -5.96 2.90 1.32  0.32
H -5.52 2.05 2.84  0.36
H -5.47 -0.16 1.66  0.03
H -6.88 0.70 0.95  0.41
H -5.46 -0.25 -0.65  0.31
H 2.15 1.69 -2.25  0.30
H -1.46 -3.03 -1.81  0.56
H -0.33 -1.84 -2.64  0.60
H 0.51 -4.17 -1.83  0.22
H 0.81 -3.35 -0.41  0.28
H -4.48 -1.95 1.09  0.07
H -5.68 -4.18 1.07  0.33
H -2.27 -6.45 0.07  0.38
H -0.84 -4.35 0.16  0.22
C 4.15 2.44 4.48  -0.09
C 3.28 1.96 3.36  0.40
O 2.07 1.61 4.01  -0.23
C 1.99 2.43 5.10  0.65
O 1.00 2.60 5.73  -0.53
O 3.19 3.01 5.37  -0.32
F 3.80 0.84 2.78  -0.33
H 4.67 1.62 4.98  0.27
H 4.88 3.18 4.15  0.02
H 3.08 2.71 2.59  0.25
C 0.22 -4.17 -6.23  -0.36
C 1.69 -4.24 -5.96  0.32
O 1.76 -4.50 -4.57  -0.26
C 0.62 -5.18 -4.27  0.58
O 0.46 -5.80 -3.26  -0.59
O -0.30 -5.09 -5.27  -0.32
F 2.29 -3.05 -6.21  -0.27
H -0.20 -3.18 -6.04  0.30
H -0.04 -4.47 -7.24  0.29
H 2.21 -5.03 -6.51  0.29
C 0.43 -0.75 -9.94  -0.37
C 1.02 -1.88 -9.15  0.30
O 1.12 -2.92 -10.10  -0.30
C 1.28 -2.30 -11.31  0.59
O 1.66 -2.84 -12.29  -0.48
O 0.97 -0.97 -11.24  -0.31
F 0.18 -2.28 -8.16  -0.29
H -0.66 -0.79 -9.98  0.28
H 0.73 0.23 -9.56  0.29
H 2.01 -1.67 -8.73  0.30
C -3.90 -4.24 8.15  -0.45
C -2.75 -3.33 7.87  0.27
O -3.20 -2.57 6.77  -0.22
C -4.56 -2.52 6.88  0.62
O -5.25 -1.75 6.29  -0.49
O -5.02 -3.44 7.76  -0.33
F -1.65 -4.03 7.50  -0.29
H -3.88 -5.15 7.54  0.28
H -3.97 -4.53 9.20  0.29
H -2.49 -2.66 8.70  0.29
C 3.85 5.29 -5.01  -0.44
C 2.78 4.30 -5.36  0.31
O 3.15 3.16 -4.60  -0.24
C 3.80 3.64 -3.50  0.65
O 4.01 3.00 -2.52  -0.56
O 4.16 4.94 -3.66  -0.30
F 2.82 3.98 -6.67  -0.28
H 4.74 5.18 -5.63  0.29
H 3.50 6.32 -5.07  0.28
H 1.77 4.61 -5.08  0.29
C 5.95 6.92 5.16  -0.42
C 5.87 7.61 3.83  0.29
O 6.20 6.57 2.92  -0.33
C 5.79 5.41 3.52  0.69
O 5.66 4.38 2.94  -0.60
O 5.55 5.59 4.84  -0.29
F 6.80 8.58 3.73  -0.29
H 6.96 6.91 5.57  0.29
H 5.28 7.37 5.90  0.26
H 4.89 8.01 3.59  0.29

Summary:
orbital gap	7.3354	eV
charge	+1
lowest unoccupied orbital energy	-4.21	eV

---

(4)
DFT (ωB97M-V with the def2-TZVPD basis set) results for C36H39ClP2W as an isolated structure in a non-equilibrium geometry.

Last column: Mulliken charge in e.
Atoms and positions in Å:
W 0.16 0.10 2.74  0.17
C -1.07 -0.22 5.10  -0.85
C -1.66 -0.26 3.78  0.25
C -2.66 0.83 3.38  -1.02
C -2.19 1.87 2.35  -0.92
C -0.70 2.08 2.35  0.03
C 0.04 2.03 3.60  -0.97
C -0.60 2.30 4.96  -1.14
C -0.90 1.05 5.85  -0.92
C 1.13 -0.42 1.04  -0.74
H -0.96 -1.15 5.65  0.51
H -1.89 -1.25 3.40  0.88
H -3.07 1.32 4.28  0.40
H -3.52 0.29 2.94  0.34
H -2.55 1.61 1.33  0.31
H -2.67 2.85 2.59  0.52
H -0.29 2.75 1.60  0.33
H 1.09 2.34 3.56  1.06
H -1.51 2.92 4.85  0.35
H 0.12 2.92 5.51  0.34
H -0.09 0.95 6.60  0.49
H -1.80 1.26 6.47  0.41
H 2.18 -0.09 0.97  0.84
H 0.46 0.31 0.50  -0.71
H 1.00 -1.44 0.67  0.74
P -0.25 -1.86 -1.60  0.59
P 1.46 0.72 -1.36  0.53
C -0.97 -0.27 -2.13  -0.48
C -0.26 0.87 -1.94  -0.71
C -0.45 -2.91 -3.16  0.26
C -1.45 -2.64 -4.12  -0.38
C -1.78 -3.56 -5.11  -0.62
C -1.02 -4.73 -5.28  -0.49
C 0.07 -4.95 -4.42  -0.65
C 0.33 -4.07 -3.36  -0.02
C -1.65 -2.43 -0.56  0.36
C -2.29 -1.62 0.41  0.07
C -3.22 -2.19 1.28  -0.42
C -3.59 -3.53 1.13  -0.89
C -3.01 -4.31 0.12  -0.68
C -2.08 -3.76 -0.74  -0.79
C 2.37 0.94 -2.94  0.82
C 2.23 -0.11 -3.87  -0.50
C 2.61 0.11 -5.19  -0.64
C 3.28 1.29 -5.54  -0.54
C 3.52 2.27 -4.58  -0.68
C 3.04 2.12 -3.28  -0.57
C 1.85 2.31 -0.60  1.08
C 3.12 2.44 0.00  -0.25
C 3.44 3.60 0.70  -0.91
C 2.50 4.64 0.81  -0.57
C 1.28 4.52 0.15  -0.66
C 0.97 3.41 -0.63  -0.46
H -1.98 -0.31 -2.57  0.79
H -0.61 1.86 -2.26  0.62
H -1.99 -1.69 -4.06  0.29
H -2.63 -3.38 -5.76  0.42
H -1.28 -5.46 -6.04  0.41
H 0.69 -5.84 -4.57  0.40
H 1.14 -4.29 -2.66  0.38
H -2.08 -0.55 0.43  0.27
H -3.67 -1.57 2.05  0.33
H -4.35 -3.96 1.78  0.43
H -3.29 -5.36 -0.01  0.41
H -1.68 -4.34 -1.57  0.35
H 1.76 -1.05 -3.56  0.37
H 2.39 -0.65 -5.94  0.45
H 3.63 1.42 -6.56  0.42
H 4.07 3.17 -4.84  0.42
H 3.14 2.93 -2.56  0.27
H 3.87 1.65 -0.14  0.52
H 4.42 3.69 1.15  0.47
H 2.75 5.54 1.37  0.43
H 0.54 5.32 0.22  0.48
H 0.09 3.40 -1.27  0.23
Cl 1.38 -1.93 4.01  -0.07
C 1.58 -0.15 4.17  -0.62
H 1.45 0.18 5.19  0.49
H 2.56 0.09 3.74  0.56

Summary:
<S²>	2.066
orbital gap (alpha / beta)	6.5624 / 5.1915	eV
charge	+2
2S+1	3
lowest unoccupied orbital energy (alpha / beta)	-6.90 / -8.38	eV

---

(5)
DFT (ωB97M-V with the def2-TZVPD basis set) results for C36H39CoN5P2S3 as an isolated structure.

Last column: Mulliken charge in e.
Atoms and positions in Å:
Co -0.14 0.24 -2.10  -0.07
S -0.27 2.83 -1.22  -1.01
P -0.31 1.54 0.35  1.62
C -0.68 -0.01 -0.17  1.17
P -1.69 -1.28 0.34  1.25
S -2.69 -2.24 -1.12  -0.68
C -2.85 -0.72 1.64  0.62
C -2.39 -0.19 2.85  0.27
C -3.28 0.23 3.82  -1.17
C -4.64 0.15 3.60  -0.78
C -5.11 -0.37 2.40  -0.75
C -4.22 -0.80 1.43  -0.76
C -0.77 -2.65 1.21  0.18
C -0.71 -2.82 2.59  -0.15
C 0.04 -3.85 3.15  -0.86
C 0.74 -4.73 2.35  -0.58
C 0.66 -4.60 0.97  -0.97
C -0.09 -3.57 0.41  -0.32
C 1.35 1.58 1.14  0.39
C 2.29 2.56 0.86  -0.71
C 3.56 2.49 1.43  -0.83
C 3.88 1.46 2.30  -0.66
C 2.94 0.48 2.59  -0.66
C 1.68 0.54 2.01  -0.01
C -1.36 2.40 1.57  0.65
C -2.70 2.60 1.25  0.02
C -3.54 3.29 2.11  -0.77
C -3.04 3.80 3.31  -0.55
C -1.70 3.61 3.63  -0.95
C -0.87 2.91 2.77  -0.40
H -1.33 -0.11 3.03  0.25
H -2.90 0.64 4.75  0.44
H -5.34 0.48 4.35  0.40
H -6.18 -0.43 2.22  0.42
H -4.58 -1.23 0.50  0.40
H -1.27 -2.17 3.25  0.58
H 0.06 -3.96 4.23  0.45
H 1.32 -5.53 2.79  0.39
H 1.16 -5.30 0.32  0.43
H -0.21 -3.53 -0.66  0.42
H 2.04 3.36 0.18  0.46
H 4.30 3.25 1.19  0.42
H 4.87 1.40 2.74  0.37
H 3.18 -0.33 3.26  0.46
H 0.97 -0.26 2.18  0.05
H -3.10 2.21 0.32  0.08
H -4.58 3.43 1.86  0.43
H -3.69 4.34 3.98  0.40
H -1.31 4.01 4.55  0.41
H 0.17 2.77 3.03  0.40
N 0.33 -1.82 -2.64  -0.49
C 1.03 -1.79 -3.92  -0.83
C 0.22 -0.92 -4.86  -0.88
N -0.05 0.40 -4.26  0.06
C -1.28 1.01 -4.81  -0.71
C -2.16 1.56 -3.70  -0.61
N -2.11 0.62 -2.58  -0.15
H 0.90 -2.26 -1.93  0.07
H -0.57 -2.30 -2.66  0.30
H 1.17 -2.78 -4.36  0.55
H 2.02 -1.36 -3.75  0.22
H -0.74 -1.41 -5.02  0.47
H 0.71 -0.84 -5.84  0.34
H 0.75 1.01 -4.42  0.14
H -1.83 0.23 -5.34  0.37
H -1.05 1.79 -5.55  0.33
H -3.17 1.75 -4.07  0.54
H -1.75 2.50 -3.34  0.28
H -2.61 -0.26 -2.73  0.14
H -2.49 1.02 -1.73  -0.02
N 2.21 2.25 -3.32  -0.37
C 2.77 1.30 -2.51  -0.61
N 2.06 0.42 -1.86  1.73
C 2.90 -0.41 -1.11  -2.65
C 2.47 -1.40 -0.23  1.76
C 3.41 -2.17 0.42  -1.22
C 4.78 -1.95 0.22  -0.75
C 5.22 -0.95 -0.62  -0.59
C 4.27 -0.18 -1.27  1.22
S 4.50 1.17 -2.35  -0.34
H 1.35 2.61 -2.87  -0.06
H 2.84 2.99 -3.59  0.34
H 1.41 -1.49 -0.02  -0.14
H 3.08 -2.93 1.11  0.49
H 5.50 -2.57 0.75  0.42
H 6.28 -0.76 -0.75  0.45

Summary:
<S²>	0.814
energy above the lowest of the compared OMol25 structures with the same formula, charge and spin	5.6	kcal/mol
orbital gap (alpha / beta)	6.8577 / 6.7988	eV
charge	0
2S+1	2
lowest unoccupied orbital energy (alpha / beta)	0.26 / 0.26	eV